The following is a DFT calculation (ωB97M-V/def2-TZVPD) of a single C6H13NO molecule at a distorted geometry.

Calculated values
* Kohn-Sham gap: 9.07 eV
* energy above the lowest of the compared OMol25 structures with the same formula, charge and spin: 311.1 kJ/mol
* LUMO level: 0.990 eV
* HOMO energy: -8.08 eV

XYZ file:
```
21
Properties=species:S:1:pos:R:3:forces:R:3
C 1.922351 -1.121993 0.491155 0.09 0.28 -0.33
C 1.668195 -0.537108 -0.693673 0.26 -0.09 0.40
C 1.123754 0.854365 -0.930792 0.81 0.00 -0.17
C -0.009415 1.299126 -0.004024 0.06 0.64 0.66
N 0.350849 1.225882 1.424258 -0.02 -0.48 -0.38
C -1.344746 0.603381 -0.283427 -0.05 0.23 -0.51
O -1.212121 -0.678167 -0.860973 -0.19 -0.10 0.25
C -1.767983 -1.713761 -0.071895 0.24 0.13 -0.17
H 2.321015 -0.578814 1.337017 -1.13 0.20 0.38
H 1.705287 -2.176344 0.637996 1.19 -0.28 -0.37
H 1.906277 -1.103262 -1.592321 -1.24 -0.42 -0.04
H 1.909044 1.620633 -0.931474 -0.02 0.02 0.16
H 0.722895 0.860954 -1.947192 0.03 0.05 -0.02
H -0.176707 2.363011 -0.221190 -0.12 -0.07 -0.35
H -0.488421 1.236944 1.985074 0.06 0.18 0.16
H 0.935860 2.009451 1.678099 -0.02 0.03 0.14
H -1.963083 0.588591 0.620243 0.08 -0.17 0.08
H -1.897558 1.222622 -0.998237 0.04 -0.03 -0.06
H -1.426138 -2.656743 -0.492946 0.02 -0.03 0.02
H -2.861604 -1.691748 -0.105583 -0.03 0.03 0.09
H -1.417751 -1.627019 0.959886 -0.05 -0.13 0.06
```
Forces are in eV/Å.

Here are the Löwdin charges for atoms 1 to 2, given in e: C -0.016; C -0.174

The following is a DFT calculation (ωB97M-V/def2-TZVPD) of a single C3H5N3O molecule.

Calculated values
* Kohn-Sham gap: 8.99 eV
* energy above the lowest of the compared OMol25 structures with the same formula, charge and spin: 95.2 kJ/mol
* LUMO level: 0.923 eV
* HOMO energy: -8.06 eV

XYZ file:
```
12
Properties=species:S:1:pos:R:3:forces:R:3
N -2.006526 -0.553450 0.697671 0.08 -0.14 0.08
C -0.734575 -0.202725 0.286483 0.15 -0.33 -0.25
N 0.346156 -0.922181 0.317747 -0.15 0.03 -0.15
C 1.300237 -0.101779 -0.275699 -0.04 0.26 -0.10
O 2.559881 -0.545166 -0.418617 0.01 -0.29 0.05
C 0.790537 1.084847 -0.667907 0.37 -0.09 0.12
N -0.566601 1.064480 -0.258416 -0.30 -0.22 0.42
H -2.036726 -1.469885 1.123826 0.01 0.05 -0.09
H -2.670157 -0.469480 -0.066602 0.04 0.06 0.32
H 2.573648 -1.415474 0.001011 0.14 -0.01 -0.12
H 1.186830 1.870608 -1.289682 0.07 -0.01 0.28
H -0.742703 1.660201 0.550182 -0.40 0.70 -0.57
```
Forces are in eV/Å.

Here are the Löwdin charges for atoms 1 to 2, given in e: N 0.124; C -0.478

The following is a DFT calculation (ωB97M-V/def2-TZVPD) of 3 unconnected molecules or ions with the total composition C4H13NO3 at a distorted geometry.

Calculated values
* Kohn-Sham gap: 9.54 eV
* energy above the lowest of the compared OMol25 structures with the same formula, charge and spin: 241.2 kJ/mol
* LUMO level: 0.458 eV
* HOMO energy: -9.08 eV

XYZ file:
```
21
Properties=species:S:1:pos:R:3:forces:R:3
C -0.949427 1.587710 1.425858 0.23 -0.09 -0.25
N -1.051235 0.229283 0.896416 -0.23 0.43 -0.06
C 0.200286 -0.502960 0.911197 -0.68 0.96 0.42
C -1.792480 0.096702 -0.329393 -0.13 -0.82 -0.39
C -2.268956 -1.356505 -0.413625 0.10 0.78 -0.34
O -2.225007 -1.990436 -1.431391 -0.17 -0.27 0.19
H -1.416794 2.319950 0.765957 -0.49 -0.15 0.16
H -1.392862 1.577609 2.419954 0.06 0.54 0.07
H 0.079938 1.966895 1.472256 0.10 -0.37 0.25
H 0.646169 -0.380244 1.893459 0.52 0.36 -0.18
H 0.788406 -0.190095 0.056589 0.77 0.22 -0.10
H 0.069237 -1.546475 0.831380 -0.46 -1.33 -0.35
H -1.277877 0.287758 -1.285650 0.48 0.09 0.21
H -2.661667 0.757018 -0.370894 -0.11 -0.07 0.43
H -2.620531 -1.752039 0.557088 -0.08 -0.24 -0.05
H 2.678510 3.028785 -0.938886 0.35 0.07 -0.30
H 2.065713 1.872129 -0.269199 0.19 -0.34 0.00
O 2.799878 2.075126 -0.864455 -0.58 0.33 0.29
H 3.707032 -0.981675 -1.139734 0.11 0.02 0.13
H 2.587445 -0.534994 -0.240999 -0.07 0.10 0.07
O 3.437459 -0.975979 -0.213702 0.12 -0.21 -0.19
```
Forces are in eV/Å.

Here are the Löwdin charges for atoms 1 to 2, given in e: C -0.082; N -0.281

> Which formula does entry 1 have?

C6H13NO

> What is the energy above the lowest of the compared OMol25 structures with the same formula, charge and spin in the second record?

95.2 kJ/mol

> Which value of HOMO energy does entry 1 give?

-8.08 eV

> Which of these has the highest energy above the lowest of the compared OMol25 structures with the same formula, charge and spin?

C6H13NO